25
Properties=species:S:1:pos:R:3:forces:R:3 method="wB97M-V/def2-TZVPD" max_force_ev_per_a=4.795 gap_ev="8.15 / 7.99" charge=0 e_lumo_ev="0.38 / 0.34" e_homo_ev="-7.765 / -7.648" e_tot_ev=-11625.56311
C -4.465857 1.823258 -0.592492 0.173 -0.229 -0.518
C -4.352172 0.746845 -0.075424 -0.346 1.886 -0.555
C -0.094489 1.010130 1.542261 1.816 1.396 0.604
C -1.079118 0.339760 1.015944 -1.212 -2.420 -1.266
C 1.075578 1.332013 -0.757643 -1.564 -3.856 2.206
C -0.180823 0.563229 -1.304627 0.682 1.007 0.776
C 1.153149 0.750003 0.679075 0.366 -1.277 0.735
C -0.459032 -0.377820 -0.164042 -0.315 -0.824 0.152
C 0.898323 -0.851619 0.367107 -0.691 1.458 -0.457
C 1.030540 -1.697184 1.549352 -2.607 3.352 2.227
C 1.824527 -1.488158 -0.602473 -0.694 -0.727 -2.682
H -4.524461 2.707520 -1.190831 -0.002 -0.107 0.226
H -0.050751 1.605919 2.455090 -0.202 -0.116 -0.244
H -2.058768 -0.021387 1.332921 0.162 1.044 0.253
H 1.924745 0.973744 -1.232856 1.686 0.111 -1.195
H 0.922075 2.315075 -0.697971 -0.124 4.005 -0.312
H -0.985180 1.275617 -1.340171 -0.508 0.083 -0.727
H 0.149496 0.181029 -2.249922 -0.647 -0.589 -0.588
H 2.103414 0.857552 1.207422 -0.035 0.400 -0.081
H 0.588076 -1.284631 2.520729 0.889 -1.242 -1.373
H 1.550307 -2.563893 1.405142 1.110 -2.208 0.433
H -4.366870 -0.045294 0.576040 0.113 -1.545 0.803
H 1.516288 -2.517211 -0.790639 -0.133 -0.289 0.485
H 2.733407 -1.527024 -0.093805 2.037 -0.093 0.193
H 1.918993 -1.186796 -1.669264 0.045 0.781 0.908

=====

67
Properties=species:S:1:pos:R:3:forces:R:3 method="wB97M-V/def2-TZVPD" max_force_ev_per_a=1.676 gap_ev=8.41 charge=0 e_lumo_ev=-0.51 e_homo_ev=-8.922 e_tot_ev=-2355069.93837
O 3.553777 -4.063734 -0.968404 -0.037 0.074 -0.059
P 3.285478 -5.580759 -1.557935 -0.091 -0.234 0.264
Cl 4.577590 -5.627902 -3.154052 -0.039 0.190 -0.194
B 1.585385 -5.213560 -2.492017 -0.364 -0.151 -1.372
O 1.175494 -3.952903 -2.923189 0.213 -0.245 1.242
B -0.067357 -3.590305 -2.413172 -0.201 -0.155 -0.626
O -1.058574 -4.571155 -2.286775 0.812 -0.105 0.991
B -0.516293 -5.789908 -1.858923 -0.050 0.158 -1.151
O 0.632033 -6.231198 -2.534149 0.000 0.440 1.414
H 2.736420 -3.737849 -0.548339 0.328 0.105 -0.054
H -0.248012 -2.496131 -1.997751 -0.053 -0.054 -0.402
H -0.921770 -6.346436 -0.889406 -0.223 -0.153 -0.268
C 1.112455 -1.297804 0.964976 0.180 0.213 -0.008
Br 1.172074 -0.549636 2.728620 0.007 0.051 0.006
Br 0.977739 -3.223472 1.036362 -0.158 -0.109 0.059
Br -0.286414 -0.512227 -0.081015 0.274 0.265 -0.057
H 2.052488 -1.062638 0.478121 -0.049 -0.047 0.013
C 2.625421 0.765340 -2.252024 -0.087 -0.001 -0.017
Br 3.360222 1.605892 -3.815078 -0.036 0.036 -0.017
Br 3.213215 -1.062043 -2.104588 -0.026 -0.033 0.022
Br 3.010838 1.758520 -0.647420 -0.026 -0.072 0.013
H 1.548084 0.755155 -2.368619 0.069 -0.027 0.029
C 7.071431 3.725956 -2.570221 -0.004 -0.007 -0.091
Br 7.047037 1.818015 -2.339702 0.007 -0.012 0.033
Br 5.494745 4.548135 -1.841141 0.010 0.034 -0.004
Br 8.674095 4.505371 -1.846549 0.004 0.003 0.002
H 7.072592 3.921968 -3.634881 0.001 -0.013 0.081
C -3.577297 -0.527731 -2.586845 -0.382 0.425 -0.369
Br -2.974124 1.051428 -1.666749 -0.001 0.108 -0.061
Br -5.351194 -0.293819 -3.294189 -0.001 0.077 -0.102
Br -2.327754 -1.085109 -3.936296 -0.053 0.038 0.017
H -3.644247 -1.327676 -1.857435 -0.126 0.612 -0.623
C -3.057296 2.976950 2.071557 -0.007 0.013 -0.028
Br -2.224563 3.766776 0.526961 0.039 0.005 -0.029
Br -2.546979 1.133890 2.270592 -0.055 0.388 0.306
Br -2.663128 3.967063 3.666199 -0.018 0.087 0.039
H -4.129200 3.007962 1.919287 0.078 0.000 -0.014
C -4.107508 2.226002 -7.386580 -0.016 -0.026 0.022
Br -3.835152 3.629273 -6.101945 0.001 -0.046 0.012
Br -5.618990 2.581311 -8.522704 0.017 -0.001 0.006
Br -2.514266 1.886367 -8.407673 0.011 0.004 -0.020
H -4.325869 1.323672 -6.834128 -0.022 -0.011 0.019
C -3.451433 -1.619065 0.737797 -0.060 0.011 -0.013
Br -2.609407 -2.093283 2.400167 -0.015 -0.295 -0.011
Br -2.894621 -2.808275 -0.668113 0.233 -1.324 1.000
Br -5.363222 -1.514193 0.894625 0.062 0.005 -0.040
H -3.096194 -0.625650 0.480594 -0.080 -0.174 0.020
C 1.048541 -2.867207 6.220085 0.045 -0.024 -0.010
Br 1.752869 -1.224216 6.930261 0.018 0.030 0.002
Br -0.619954 -2.561860 5.313417 -0.123 -0.074 0.125
Br 2.321775 -3.731608 5.071035 -0.122 -0.161 0.075
H 0.852719 -3.528022 7.054857 -0.006 0.059 -0.064
C 6.251374 -1.977617 4.187235 -0.004 -0.031 0.062
Br 4.542950 -1.429001 3.499068 0.100 0.162 -0.096
Br 6.867249 -3.585369 3.330054 -0.001 -0.007 -0.001
Br 7.552669 -0.566936 4.071582 -0.001 -0.004 -0.003
H 6.115451 -2.205409 5.237149 0.007 0.020 -0.075
C -3.065304 3.585327 7.976140 -0.015 -0.014 0.036
Br -4.819383 3.956410 7.279982 -0.007 0.001 0.006
Br -2.295058 2.031726 7.150281 0.021 -0.065 0.010
Br -1.907273 5.112477 7.808636 0.000 0.008 -0.011
H -3.174690 3.374422 9.032245 0.015 0.023 -0.078
C -4.091446 6.263354 -2.422479 0.084 0.129 -0.066
Br -5.315796 4.824424 -2.059830 0.112 0.046 0.008
Br -3.432153 7.112344 -0.828849 -0.139 0.024 0.073
Br -2.607836 5.697693 -3.515666 -0.053 -0.074 0.000
H -4.629664 7.017179 -2.982805 0.007 -0.094 0.025

=====

35
Properties=species:S:1:pos:R:3:forces:R:3 method="wB97M-V/def2-TZVPD" max_force_ev_per_a=5.929 spin_multiplicity=4 gap_ev="5.09 / 4.66" charge=+2 e_lumo_ev="-10.40 / -10.80" s_squared=3.8586 e_homo_ev="-15.486 / -15.458" e_tot_ev=-125696.58328
C -1.502228 -1.762677 1.830873 -0.592 -0.104 -1.015
N -1.170945 -1.320527 0.586378 -0.911 -1.417 0.311
N -1.859288 -2.122256 -0.322975 0.179 1.100 0.576
C -2.691717 -2.940416 0.350449 1.191 0.827 0.265
C -2.490676 -2.747525 1.717976 0.477 0.259 -0.190
B -1.508666 -2.001186 -1.832185 0.723 -0.027 0.184
N -1.693557 -0.499576 -2.181902 -0.170 0.991 0.548
N -0.983515 0.442218 -1.450427 -1.080 -1.108 -0.909
C -1.167089 1.646154 -2.030260 -0.508 -0.184 -0.462
C -2.054196 1.493456 -3.094682 0.453 0.216 0.325
C -2.368689 0.133213 -3.153268 0.932 -0.058 0.878
Co 0.008452 0.059007 0.036885 -0.659 -2.173 -3.467
N 0.040449 -2.246705 -1.946071 0.345 0.575 0.295
N 0.873976 -1.446724 -1.189797 0.199 -0.248 0.263
C 2.144322 -1.848347 -1.413531 -0.567 -0.132 -0.415
C 2.142257 -2.872455 -2.366643 -0.468 0.297 0.345
C 0.794753 -3.096167 -2.672639 0.236 0.101 0.187
H 2.977206 -1.389259 -0.883186 -0.278 -0.121 -0.265
H 0.346911 -3.821573 -3.363759 0.177 0.481 0.465
H 3.002652 -3.372995 -2.767382 0.023 -0.121 -0.054
H -2.140888 -2.746120 -2.510109 -0.021 0.149 0.014
H -2.993991 -0.442065 -3.814240 -0.030 0.094 -0.156
H -3.324780 -3.617839 -0.193214 -0.064 -0.108 -0.008
H -2.389759 2.265420 -3.756437 -0.114 0.144 -0.105
H -2.973712 -3.277281 2.520728 0.035 0.040 0.030
H -0.621797 2.496536 -1.642265 -0.364 0.094 -0.189
H -1.008454 -1.382418 2.702589 -0.092 0.217 0.191
H 1.335512 2.702387 -0.503938 0.102 0.378 0.195
C 0.946925 3.461142 0.202366 -0.091 -0.508 -0.087
H 0.680088 4.366517 -0.348951 -0.106 -0.247 0.107
H 0.079160 3.027958 0.727734 0.148 0.470 -0.135
H 1.723469 3.715724 0.926484 -0.046 -0.102 -0.107
Se 2.011851 1.836230 3.898893 0.225 0.094 0.306
C 1.350431 0.993503 2.501606 -1.629 -1.523 -3.108
N 0.864336 0.484455 1.529259 2.345 1.654 5.188

=====

35
Properties=species:S:1:pos:R:3:forces:R:3 method="wB97M-V/def2-TZVPD" max_force_ev_per_a=4.218 spin_multiplicity=5 gap_ev="7.09 / 7.70" charge=0 e_lumo_ev="0.31 / 0.23" s_squared=6.0356 e_homo_ev="-6.772 / -7.469" e_tot_ev=-61997.10163
H 0.928257 2.918111 1.715473 0.002 -0.024 -0.111
N 0.509395 1.529066 0.173094 0.836 1.718 -1.235
B 0.211296 0.321302 -2.030187 -0.084 -0.128 0.780
N 0.564362 1.593071 -1.212562 -0.056 0.396 1.511
C 0.924698 2.830102 -1.577827 0.092 -0.143 0.534
Cr -0.088255 -0.136760 1.048627 -1.067 -0.098 4.079
H 1.014104 3.075861 -2.626270 0.024 0.067 0.151
C 1.140972 3.580505 -0.424905 0.075 0.292 -0.294
H 1.449065 4.607433 -0.379569 0.037 0.110 -0.012
C 0.880430 2.734263 0.651609 -0.364 -0.820 -1.262
H 0.345230 0.489681 -3.204121 0.002 -0.030 -0.036
C -0.825145 -1.654916 2.458955 0.439 -1.537 -2.148
H -1.753327 -1.697017 3.034679 -0.029 0.122 -0.153
H 0.020342 -1.944825 3.092085 -0.121 -0.124 0.136
H -0.923685 -2.401221 1.653345 0.010 -0.567 0.435
N -1.241080 -0.043036 -1.639797 -1.014 -0.270 1.314
N 1.129949 -0.800942 -1.476724 0.344 -0.606 1.362
N -1.547296 -0.219725 -0.299682 -1.788 -0.100 -1.734
N 1.148781 -1.077816 -0.111920 1.767 -1.324 -1.766
C -2.363912 -0.174604 -2.360752 -0.250 -0.147 0.740
C 2.033646 -1.577325 -2.087960 0.006 -0.077 0.574
H -2.325039 -0.084860 -3.432219 -0.120 0.015 -0.053
H 2.151928 -1.496546 -3.158837 0.125 -0.129 0.120
C -3.420445 -0.439219 -1.485403 0.206 0.055 -0.218
C 2.661353 -2.368891 -1.125335 0.109 0.011 -0.469
C -2.869155 -0.461959 -0.197531 1.213 0.357 -1.410
C 2.085646 -2.024583 0.098342 -0.679 0.775 -1.096
H -4.446495 -0.594009 -1.741160 -0.259 -0.043 -0.153
H 3.440004 -3.087593 -1.303505 0.034 -0.056 0.003
H -3.333510 -0.625137 0.763919 0.123 -0.039 -0.092
H 2.291593 -2.392702 1.093368 -0.114 0.069 -0.104
H -1.420252 -0.186795 4.092519 0.689 0.938 -0.936
S -0.782084 0.753697 3.267758 -0.087 1.086 1.343
C 0.710044 0.584021 4.055656 1.732 0.049 1.622
N 1.698589 0.473377 4.676842 -1.829 0.202 -1.423

=====

40
Properties=species:S:1:pos:R:3:forces:R:3 method="wB97M-V/def2-TZVPD" max_force_ev_per_a=4.274 spin_multiplicity=5 gap_ev="7.69 / 3.64" charge=+2 e_lumo_ev="-7.27 / -12.03" s_squared=6.0464 e_homo_ev="-14.959 / -15.672" e_tot_ev=-49837.18302
H -2.548196 0.497163 1.959958 0.219 -0.070 -0.085
N -1.540980 -0.186841 0.193116 -1.287 0.319 0.769
B -0.930446 -1.041560 -2.115333 -1.109 0.292 0.755
N -1.964770 -0.659909 -1.025954 -0.266 0.027 0.097
C -3.307753 -0.680503 -1.016587 0.484 0.150 0.076
Pd 0.473789 -0.009609 0.666939 -4.194 0.634 -0.532
H -3.840910 -1.016081 -1.869209 -0.422 -0.224 -0.525
C -3.760155 -0.205058 0.198214 0.443 0.073 0.156
H -4.772628 -0.088233 0.503290 -0.476 -0.005 0.143
C -2.613463 0.107961 0.953801 0.119 -0.553 -1.630
H -1.439953 -1.409388 -3.123720 0.163 -0.048 0.007
C 2.415619 0.002115 1.169479 2.576 -0.516 2.247
H 2.730262 0.119459 2.208064 1.158 0.084 -0.031
H 2.782868 0.921428 0.684449 -0.962 0.129 0.324
H 2.960104 -0.809156 0.694947 -0.072 -0.261 0.365
N -0.037846 -2.127531 -1.456596 0.776 -2.131 -0.929
N -0.089565 0.245520 -2.330801 0.980 0.881 -2.615
N 0.567204 -1.852236 -0.250695 1.264 -2.366 0.180
N 0.468469 0.912079 -1.247883 1.747 2.475 -1.140
C 0.295564 -3.379262 -1.815895 -1.713 2.783 -0.803
C 0.227316 0.907277 -3.470319 -1.629 -2.612 1.412
H -0.020993 -3.770827 -2.756393 -0.181 -0.328 -0.399
H -0.063657 0.517310 -4.438064 -0.068 0.108 0.101
C 1.086343 -3.935212 -0.814790 1.063 -0.521 1.606
C 0.948867 2.053851 -3.138427 0.684 1.273 0.793
C 1.244552 -2.937648 0.153899 -0.681 0.708 -0.591
C 1.076366 2.022587 -1.720887 -0.640 -1.173 0.907
H 1.497249 -4.920850 -0.795865 0.203 -0.395 -0.068
H 1.327884 2.807009 -3.822974 -0.011 -0.173 0.164
H 1.827159 -2.929041 1.062456 -0.118 -0.104 0.006
H 1.589194 2.733036 -1.065597 -0.326 -0.383 -0.187
H 1.376610 -0.502381 1.970788 1.902 0.732 -0.868
F 0.794740 3.148473 4.885822 -0.032 -0.592 -1.521
C 0.998501 2.515293 3.714534 0.511 0.253 1.081
F 1.905349 3.218939 2.982032 -1.119 -0.767 0.587
F 1.558546 1.298854 4.013782 -0.325 0.786 -0.529
S -0.605687 2.176320 2.750187 -0.636 1.182 1.133
O -1.213646 1.017058 3.391635 1.058 0.370 -0.713
O -1.405213 3.373032 2.711354 1.037 -0.898 -0.069
O 0.003307 1.866563 1.407241 -0.120 0.862 0.325

=====

34
Properties=species:S:1:pos:R:3:forces:R:3 method="wB97M-V/def2-TZVPD" max_force_ev_per_a=0.712 gap_ev=6.93 charge=0 e_lumo_ev=-1.05 e_homo_ev=-7.973 e_tot_ev=-33625.02981
C 0.942977 4.478307 1.371106 -0.044 0.129 -0.091
C 0.913301 3.441185 0.774199 -0.014 -0.366 0.611
C 0.860377 2.055301 0.420229 0.018 0.316 -0.363
C 2.002814 1.291449 0.260033 -0.003 -0.215 -0.010
C 1.918881 -0.062471 -0.059463 0.102 -0.093 -0.084
C 3.184058 -0.878532 -0.238965 -0.370 -0.166 0.077
B 2.957997 -2.448161 -0.053371 0.035 0.155 0.057
O 3.322905 -3.064098 1.125373 0.009 0.173 -0.248
O 2.343640 -3.190049 -1.026656 0.531 -0.194 -0.014
C 0.665007 -0.602810 -0.236159 0.094 0.123 0.051
N -0.432954 0.153989 -0.081491 -0.261 -0.080 -0.284
C -1.780646 -0.432491 -0.271944 0.306 -0.179 0.226
C -2.607092 -0.566148 1.017431 0.148 -0.156 -0.427
C -3.508177 -1.790003 0.914004 0.371 0.052 0.244
I -1.373307 -0.822930 2.771841 -0.116 0.136 0.026
C -0.368499 1.442127 0.233926 -0.203 0.134 0.027
H 0.934435 5.391822 1.913183 0.042 0.138 -0.119
H 2.981757 1.733331 0.376426 0.004 0.150 0.057
H 3.898842 -0.543842 0.509841 0.168 0.097 -0.103
H 3.571495 -0.649347 -1.235434 0.166 0.010 0.003
H 4.204997 -3.442261 1.059924 -0.073 -0.251 0.261
H 2.507091 -2.833148 -1.905439 -0.445 0.122 -0.075
H 0.499799 -1.631154 -0.513781 -0.036 -0.073 0.030
H -1.644771 -1.410763 -0.723881 0.122 -0.055 -0.021
H -2.290077 0.235233 -0.976018 -0.265 -0.171 -0.042
H -3.186987 0.341956 1.147363 0.053 0.071 0.310
H -4.203325 -1.805562 1.747956 -0.266 -0.005 -0.137
H -4.015558 -1.818699 -0.049273 -0.220 0.119 0.039
H -2.889433 -2.682162 1.003850 -0.034 -0.114 -0.133
H -1.313305 1.961823 0.300485 0.052 0.198 -0.038
N -2.024169 2.216127 -2.343814 0.616 0.031 0.206
O -1.403640 1.799348 -3.330876 -0.162 -0.002 0.033
O -1.577562 3.177322 -1.673837 -0.104 -0.050 -0.074
O -3.064069 1.628857 -1.951066 -0.221 0.014 0.004